# 1
This record from the OMol25 dataset describes C29H44GdNOSi2 as an isolated structure in a non-equilibrium geometry. The level of theory is the ωB97M-V functional and the def2-TZVPD basis.

The total energy comes out at -2606.011443 a.u. The value obtained for the maximum force is 0.0994 Eh/bohr. As for the gap between HOMO and LUMO (alpha / beta): 6.17 / 5.30 eV.

```
! RIJCOSX wB97M-V def2-TZVPD def2/J DEFGRID3
* xyz 0 8
C 2.396 -0.513 1.058
C 2.219 -1.238 -0.154
C 2.087 -0.304 -1.214
H 2.297 -2.316 -0.278
C 2.214 1.011 -0.669
C 2.384 0.894 0.743
H 2.227 1.941 -1.242
C -1.466 -2.980 1.346
C -0.191 -3.328 0.796
C -0.300 -3.333 -0.613
H 0.699 -3.571 1.360
C -1.633 -2.919 -0.944
C -2.368 -2.786 0.276
H 2.057 -0.546 -2.272
H 2.494 1.731 1.438
H 2.552 -0.954 2.041
H -3.435 -2.559 0.328
H 0.484 -3.577 -1.337
H -1.707 -2.905 2.398
Gd 0.060 0.172 0.313
C -1.999 -2.152 -2.210
C -3.495 -2.032 -2.429
C -1.309 -2.733 -3.429
H -3.912 -3.049 -2.469
H -3.700 -1.531 -3.380
H -3.977 -1.471 -1.625
H -1.624 -3.778 -3.552
H -0.216 -2.715 -3.357
H -1.620 -2.188 -4.331
C -1.365 -0.756 -1.779
C -1.045 0.597 -2.347
H -0.340 -1.139 -1.566
H -1.960 -0.512 -0.860
O -0.341 1.277 -1.485
N -1.329 1.101 -3.549
C -0.352 2.159 -4.015
H -2.318 1.276 -3.721
C 0.922 1.438 -4.361
C 2.176 2.018 -4.158
H 2.237 3.018 -3.719
C 3.319 1.305 -4.520
H 4.297 1.763 -4.394
C 3.222 0.035 -5.086
H 4.110 -0.499 -5.417
C 1.969 -0.561 -5.245
H 1.839 -1.555 -5.666
C 0.822 0.150 -4.897
H -0.180 -0.265 -5.050
H -0.239 2.892 -3.206
H -0.762 2.674 -4.896
C -0.493 0.092 5.897
Si 0.402 -0.219 4.254
C 2.107 0.565 4.481
C 0.703 -2.071 4.082
C -0.573 0.447 2.829
Si -0.944 2.258 2.774
C 0.515 3.360 3.275
C -1.254 2.827 0.976
C -2.495 2.701 3.746
H 0.074 -0.392 6.709
H -1.508 -0.333 5.879
H -0.574 1.167 6.121
H 2.637 0.000 5.262
H 2.725 0.526 3.577
H 2.056 1.611 4.803
H -0.232 -2.630 3.963
H 1.349 -2.320 3.232
H 1.201 -2.440 4.991
H -1.525 -0.139 2.754
H 1.398 3.176 2.644
H 0.206 4.404 3.107
H 0.827 3.272 4.324
H -2.115 2.351 0.480
H -1.513 3.889 1.102
H -0.378 2.804 0.299
H -3.369 2.278 3.233
H -2.515 2.338 4.781
H -2.610 3.792 3.772
*
```

Mulliken population analysis, charges in e, atoms 1 to 2: -0.368 -1.164

---

# 2
This record from the OMol25 dataset describes C29H45BBr2ClF6NO9S2 as an isolated structure in a non-equilibrium geometry. The level of theory is the ωB97M-V functional and the def2-TZVPD basis.

The total energy comes out at -8892.623342 a.u. The value obtained for the maximum force is 0.0919 Eh/bohr. As for the gap between HOMO and LUMO: 6.85 eV.

```
! RIJCOSX wB97M-V def2-TZVPD def2/J DEFGRID3
* xyz 0 1
C 0.439 3.809 2.412
C 0.073 2.697 1.434
S 0.954 1.119 1.773
C -0.475 -0.028 1.864
C -1.010 -0.330 0.448
C -2.511 0.064 0.150
C -2.557 -0.497 -1.314
C -3.935 -0.596 -2.004
C -5.124 -0.060 -1.201
C -5.145 1.458 -0.944
F -5.388 -0.818 -0.069
N -1.458 -1.536 -1.585
C -0.471 -1.116 -2.617
C 0.443 0.106 -2.460
C -0.071 1.428 -3.097
C 1.048 2.483 -2.976
S 2.401 2.196 -4.123
O 2.030 1.306 -5.165
O 2.919 3.437 -4.540
Cl 3.868 1.352 -2.934
C -1.962 -2.928 -1.988
C -1.972 -3.420 -3.446
C -3.185 -3.190 -4.352
F -4.342 -3.564 -3.787
Br -3.235 -1.443 -5.206
C -3.004 -4.243 -5.534
F -1.860 -4.085 -6.158
F -3.202 -5.464 -5.105
Br -4.416 -3.938 -6.895
C -0.958 -1.779 -0.159
C -1.939 -2.521 0.766
C -1.705 -4.001 1.014
O -0.919 -4.720 0.492
C 0.553 -2.128 -0.082
C 1.085 -2.752 1.237
C 2.379 -2.057 1.780
C 3.327 -3.152 2.283
C 4.657 -2.616 2.797
O 4.385 -1.749 3.905
C 5.584 -1.318 4.456
C 6.449 -0.328 3.689
O 5.898 -1.687 5.524
H 1.495 4.079 2.397
H -0.087 4.706 2.068
H 0.079 3.641 3.425
H 0.219 3.031 0.402
H -1.003 2.517 1.549
H -0.278 -0.880 2.511
H -1.248 0.556 2.375
H -0.536 0.465 -0.130
H -2.476 1.143 0.008
H -3.282 -0.238 0.853
H -2.142 0.384 -1.809
H -3.920 0.024 -2.900
H -4.240 -1.587 -2.348
H -5.980 -0.252 -1.859
H -6.160 1.819 -1.102
H -4.950 1.611 0.122
H -4.399 1.978 -1.543
H 0.186 -1.967 -2.784
H -1.055 -0.909 -3.518
H 0.840 0.371 -1.479
H 1.334 -0.109 -3.062
H -0.923 1.853 -2.552
H -0.372 1.276 -4.136
H 1.420 2.534 -1.951
H 0.610 3.457 -3.205
H -1.246 -3.602 -1.514
H -2.964 -3.103 -1.607
H -1.937 -4.516 -3.363
H -1.098 -3.211 -4.064
H -2.977 -2.486 0.405
H -2.015 -2.062 1.754
H -2.334 -4.436 1.828
H 1.208 -1.291 -0.319
H 0.745 -2.881 -0.864
H 1.383 -3.780 1.029
H 0.355 -2.821 2.046
H 2.871 -1.474 0.997
H 2.058 -1.420 2.605
H 2.825 -3.699 3.089
H 3.551 -3.880 1.495
H 5.242 -3.481 3.142
H 5.223 -2.149 1.982
H 6.392 -0.483 2.610
H 7.483 -0.436 4.001
H 6.062 0.665 3.930
B 3.091 7.791 4.066
O 2.625 8.176 5.426
C 1.414 7.679 5.613
O 0.753 7.806 6.610
C 1.002 6.923 4.367
O -0.042 6.342 4.197
O 1.975 6.993 3.479
F 4.245 7.011 4.148
F 3.328 8.925 3.292
*
```

Mulliken population analysis, charges in e, atoms 1 to 2: -1.526 0.092

---

# 3
This record from the OMol25 dataset describes C29H45BCeO2P2 as an isolated structure in a non-equilibrium geometry. The level of theory is the ωB97M-V functional and the def2-TZVPD basis.

The total energy comes out at -2464.786486 a.u. The value obtained for the maximum force is 0.0600 Eh/bohr. As for the gap between HOMO and LUMO (alpha / beta): 6.08 / 6.15 eV.

```
! RIJCOSX wB97M-V def2-TZVPD def2/J DEFGRID3
* xyz 1 2
Ce 1.333 -0.865 0.625
C -0.449 -1.270 2.284
C -0.387 -2.393 1.377
C 1.493 -2.450 2.756
C 0.723 -1.306 3.117
C 0.774 -3.162 1.745
C -1.564 -0.334 2.531
H -2.491 -0.663 2.040
H -1.295 0.683 2.189
H -1.759 -0.270 3.613
C 1.012 -0.340 4.223
H 0.097 -0.074 4.777
H 1.447 0.594 3.837
H 1.725 -0.745 4.958
C 2.832 -2.802 3.355
H 2.863 -2.640 4.450
H 3.571 -2.135 2.864
H 3.097 -3.856 3.163
C 1.157 -4.507 1.215
H 1.752 -5.050 1.956
H 1.753 -4.423 0.292
H 0.282 -5.141 1.033
C -1.315 -2.687 0.257
H -1.268 -3.767 0.025
H -1.092 -2.123 -0.678
H -2.338 -2.413 0.550
C -3.796 2.526 -0.292
C -4.883 2.256 -1.055
C -4.969 1.888 -2.523
C -3.624 1.727 -3.253
C -3.105 0.374 -2.925
C -3.059 -0.056 -1.639
C -2.172 0.578 -0.615
C -2.327 2.089 -0.443
H -5.612 2.607 -3.058
H -2.921 2.502 -2.925
H -5.507 0.920 -2.541
H -1.776 2.685 -1.204
H -3.943 3.137 0.618
H -5.860 2.402 -0.564
H -1.770 2.281 0.499
H -2.274 0.131 0.382
H -3.830 -0.741 -1.222
H -1.113 0.357 -0.869
H -3.693 1.854 -4.345
H -2.701 -0.214 -3.761
P 0.197 0.270 -2.662
C 0.188 2.080 -2.899
C -0.016 -0.147 -4.494
P 2.241 -1.722 -1.692
C 1.995 -0.002 -2.481
C 1.017 -2.871 -2.484
C 3.699 -2.340 -2.517
H 0.537 2.629 -2.018
H -0.826 2.414 -3.148
H 0.837 2.326 -3.747
H 0.320 0.692 -5.118
H -1.046 -0.358 -4.799
H 0.554 -1.040 -4.767
H 3.853 -1.701 -3.397
H 3.538 -3.397 -2.773
H 4.546 -2.302 -1.825
H 2.358 0.837 -1.830
H 2.460 0.028 -3.496
H 0.996 -3.787 -1.861
H 1.460 -3.112 -3.458
H -0.023 -2.486 -2.600
O 1.842 1.427 1.050
B 0.355 1.625 0.888
O 0.108 2.821 1.594
C 1.246 3.243 2.219
C 1.320 4.082 3.312
C 2.432 3.954 4.145
C 3.484 3.085 3.848
C 3.462 2.300 2.690
C 2.299 2.382 1.926
H 0.475 4.728 3.532
H 2.458 4.550 5.064
H 4.336 3.002 4.543
H 4.282 1.624 2.433
*
```

Mulliken population analysis, charges in e, atoms 1 to 2: 0.123 1.374

---

# 4
This record from the OMol25 dataset describes a 4-piece molecular cluster, C29H45BFO10P overall in a non-equilibrium geometry. The level of theory is the ωB97M-V functional and the def2-TZVPD basis.

Its SMILES is O=C1c2cc(CCCF)c(B(O)O)cc2C(=O)c2c1cccc2P(=O)(O)O.CCOCC.CCOCC.CCOCC. The total energy comes out at -2350.539794 a.u. The value obtained for the maximum force is 0.0636 Eh/bohr. As for the gap between HOMO and LUMO: 7.73 eV.

```
! RIJCOSX wB97M-V def2-TZVPD def2/J DEFGRID3
* xyz 0 1
O 2.316 -1.773 1.869
C 1.545 -1.363 1.043
C 1.666 0.056 0.385
C 2.004 1.260 1.118
C 2.049 2.572 0.423
C 2.372 3.816 1.326
C 1.498 3.683 2.652
C -0.043 3.621 2.403
F -0.651 4.914 2.531
C 1.801 2.718 -1.020
B 1.835 4.091 -1.837
O 1.218 4.097 -3.114
O 2.453 5.290 -1.433
C 1.457 1.461 -1.752
C 1.387 0.186 -1.071
C 0.984 -1.155 -1.773
O 1.405 -1.475 -2.857
C 0.023 -2.053 -0.906
C 0.302 -2.180 0.543
C -0.538 -2.975 1.438
C -1.690 -3.661 0.839
C -1.961 -3.534 -0.583
C -1.133 -2.725 -1.505
P -1.654 -2.634 -3.275
O -2.780 -3.581 -3.530
O -0.463 -2.997 -4.361
O -2.223 -1.065 -3.519
H 2.218 1.141 2.206
H 3.448 3.752 1.636
H 2.086 4.792 0.868
H 1.684 4.640 3.228
H 1.849 2.867 3.337
H -0.352 3.228 1.402
H -0.539 2.961 3.173
H 0.441 3.513 -3.121
H 1.719 5.931 -1.345
H 1.224 1.494 -2.848
H -0.312 -3.022 2.532
H -2.340 -4.257 1.527
H -2.857 -4.044 -1.021
H -0.262 -2.153 -4.820
H -1.666 -0.535 -2.906
C 7.143 1.666 -0.154
C 7.574 0.301 0.355
O 6.622 -0.313 1.208
C 5.351 -0.583 0.636
C 5.407 -1.541 -0.542
H 6.856 2.313 0.678
H 7.956 2.140 -0.707
H 6.283 1.592 -0.824
H 8.484 0.417 0.948
H 7.828 -0.367 -0.475
H 4.850 0.352 0.361
H 4.750 -1.036 1.427
H 5.929 -1.101 -1.395
H 4.398 -1.801 -0.869
H 5.938 -2.456 -0.270
C -5.677 -5.068 -4.223
C -5.100 -6.178 -5.082
O -6.082 -7.061 -5.607
C -7.053 -6.482 -6.462
C -6.462 -5.861 -7.716
H -6.319 -5.480 -3.440
H -4.875 -4.494 -3.756
H -6.282 -4.375 -4.812
H -4.436 -6.790 -4.469
H -4.485 -5.769 -5.891
H -7.662 -5.757 -5.911
H -7.724 -7.293 -6.753
H -5.846 -4.990 -7.483
H -7.258 -5.533 -8.389
H -5.829 -6.579 -8.241
C -2.034 5.070 5.056
C -2.278 3.709 5.684
O -1.116 3.135 6.265
C -0.521 3.863 7.327
C -1.436 4.042 8.526
H -1.199 5.023 4.352
H -2.925 5.410 4.525
H -1.788 5.822 5.810
H -2.604 3.014 4.905
H -3.090 3.752 6.419
H -0.149 4.828 6.967
H 0.355 3.289 7.636
H -2.289 4.681 8.290
H -0.893 4.506 9.352
H -1.830 3.079 8.858
*
```

Mulliken population analysis, charges in e, atoms 1 to 2: -0.532 0.069

---

# 5
This record from the OMol25 dataset describes a 2-piece molecular cluster, C29H45BI2NO11 overall in a non-equilibrium geometry. The level of theory is the ωB97M-V functional and the def2-TZVPD basis.

The total energy comes out at -2634.335695 a.u. The value obtained for the maximum force is 0.0783 Eh/bohr. As for the gap between HOMO and LUMO: 7.08 eV.

```
! RIJCOSX wB97M-V def2-TZVPD def2/J DEFGRID3
* xyz 1 1
C 0.769 5.218 -0.260
O 0.991 4.495 -1.493
B 1.557 3.248 -1.239
O 2.685 2.862 -1.983
C 0.953 2.187 -0.143
C -0.491 1.873 -0.028
C -1.419 2.592 -1.050
O -1.817 3.703 -0.896
O -1.781 1.940 -2.233
C -0.657 1.455 -2.942
C -0.181 2.271 -4.089
C 0.949 1.815 -4.885
C 1.668 0.561 -4.609
C 1.224 -0.237 -3.472
C 0.080 0.234 -2.657
C -0.957 0.916 1.023
C -2.478 0.616 1.195
I -3.445 2.505 1.796
C -3.224 0.122 -0.109
C -2.532 -1.096 -0.848
I -5.179 -0.635 0.590
C 0.075 0.285 1.876
C -0.437 -0.756 2.934
C -0.819 -0.061 4.313
C -0.348 -1.052 5.464
O -2.217 0.222 4.354
N 1.432 0.596 1.751
C 2.477 0.012 2.625
O 3.538 -0.638 1.944
C 3.091 -1.542 0.951
O 2.513 -2.737 1.511
C 2.948 -3.889 0.748
C 2.408 -3.768 -0.751
O 2.181 -5.042 -1.347
C 1.866 1.523 0.802
O 3.192 1.883 0.684
C 3.448 3.025 1.574
C 4.779 3.745 1.119
C 5.737 2.632 0.536
O 4.415 4.699 0.106
H -0.017 4.736 0.389
H 1.698 5.307 0.372
H 0.403 6.250 -0.510
H 2.896 1.931 -1.784
H -0.747 3.203 -4.312
H 1.251 2.447 -5.759
H 2.513 0.236 -5.266
H 1.733 -1.205 -3.226
H -0.194 -0.412 -1.794
H -2.729 -0.092 2.018
H -3.489 0.983 -0.771
H -2.544 -0.864 -1.953
H -1.502 -1.320 -0.469
H -3.158 -2.019 -0.737
H -1.302 -1.348 2.518
H 0.344 -1.536 3.166
H -0.202 0.878 4.378
H 0.767 -0.958 5.611
H -0.572 -2.125 5.234
H -0.810 -0.725 6.438
H -2.377 0.532 5.266
H 2.943 0.879 3.179
H 2.093 -0.680 3.414
H 4.022 -1.889 0.407
H 2.437 -1.081 0.155
H 2.541 -4.830 1.204
H 4.074 -4.002 0.778
H 1.496 -3.112 -0.692
H 3.209 -3.185 -1.305
H 1.692 -4.842 -2.168
H 2.569 3.727 1.546
H 3.582 2.720 2.647
H 5.269 4.260 1.995
H 6.779 3.051 0.468
H 5.736 1.732 1.199
H 5.430 2.379 -0.520
H 4.886 4.418 -0.699
C -6.856 -3.300 -2.905
C -6.123 -4.442 -2.219
C -6.849 -4.889 -0.960
O -4.800 -4.024 -1.882
H -6.920 -2.428 -2.247
H -6.318 -2.983 -3.801
H -7.867 -3.596 -3.192
H -6.029 -5.285 -2.907
H -6.914 -4.070 -0.237
H -6.307 -5.702 -0.472
H -7.861 -5.232 -1.188
H -4.871 -3.279 -1.273
*
```

Mulliken population analysis, charges in e, atoms 1 to 2: -0.529 -0.638

---

Which of these has the highest total energy?
C29H45BFO10P

---

Which value of maximum force does entry 4 give?
0.0636 Eh/bohr